[1]
The following is a quantum chemistry calculation of a structure of composition C43H45N5O2PbS3, from the OMol25 dataset.

The geometry in XYZ format:
```
99
Properties=species:S:1:pos:R:3
H -5.589 0.498 -2.927
C 6.460 -1.766 0.909
H 5.942 -2.726 0.889
C 4.155 -0.680 4.051
H 4.813 0.024 4.561
H 7.498 -1.973 0.645
H 4.357 -2.210 2.537
H 4.407 1.701 -0.092
H -4.332 1.656 2.982
C -0.663 2.347 -2.117
H -1.297 1.462 -2.209
C -3.131 0.309 1.763
C -1.131 -2.568 -2.573
H -0.193 -2.323 4.782
C 0.260 -2.415 3.806
C -0.846 -0.260 -5.550
C -5.111 0.530 -1.958
C 4.026 1.266 1.985
O -3.954 2.440 5.167
H 0.116 2.270 -2.875
N -2.063 -0.515 1.739
C 4.952 -1.765 3.333
H 2.154 -0.488 -1.962
H 2.751 1.232 0.246
C -0.110 2.511 -0.727
H 1.134 3.088 2.905
C -2.073 -4.788 -2.341
C 0.574 -0.798 -3.212
C -3.795 0.138 -1.813
H 0.331 0.898 2.235
N 1.265 -0.981 -1.981
H -5.702 1.178 1.310
Pb -0.804 -0.563 -0.191
H -2.225 -1.743 -4.854
O -2.444 1.206 6.350
S 6.510 -1.152 2.610
C 0.803 2.936 1.886
H 6.159 -1.130 -1.125
H -6.836 1.250 -0.891
C -1.951 3.374 -3.952
C -2.806 0.719 4.094
H 6.288 0.197 0.020
C 1.310 -3.291 3.584
C -1.353 -2.380 -1.210
C 0.859 3.962 0.957
H -3.212 -0.211 -2.662
C -1.494 -3.799 -3.121
C 1.054 0.127 -4.134
C 0.329 1.690 1.501
C -0.232 -1.678 2.741
H -3.392 2.795 -1.800
H 5.061 1.053 2.245
H 1.243 4.934 1.236
N -1.546 3.500 -2.520
C 1.842 -3.408 2.309
H -1.060 3.387 -4.574
H -2.338 -5.736 -2.789
C -0.118 1.470 0.204
H -1.395 -0.070 -6.463
C 0.351 0.397 -5.298
H 0.754 1.095 -6.020
H 0.480 4.568 -1.040
H -1.232 -0.351 5.011
H -0.994 4.355 -2.432
H 2.008 0.609 -3.950
N 0.306 -1.778 1.515
H -2.778 -5.328 -0.383
C -5.169 0.911 0.409
C 5.882 -0.804 -0.122
C -5.802 0.939 -0.822
C -0.615 -1.494 -3.469
C 3.792 1.021 0.501
H 1.715 -2.673 0.300
C 0.411 3.743 -0.337
H 5.211 -2.546 4.048
C -3.122 1.550 5.378
C -1.759 -0.191 4.078
S 2.966 0.248 3.049
H -2.137 -3.178 0.632
S 4.067 -0.670 -0.080
H -2.472 2.426 -4.075
C -1.399 -0.773 2.879
C -1.949 -3.353 -0.422
C -3.522 0.940 2.923
H -2.410 3.674 -0.593
C -1.309 -1.203 -4.645
H 1.699 -3.889 4.398
C -3.847 0.483 0.474
H -1.317 -3.977 -4.175
C -2.314 -4.564 -0.992
H -3.251 4.572 -1.886
H 3.534 -1.132 4.828
H 3.840 2.320 2.201
H -2.607 4.202 -4.207
H 2.651 -4.090 2.093
C 1.315 -2.626 1.302
N -3.175 0.138 -0.630
C -2.739 3.648 -1.629
H 1.476 -1.953 -1.777
```

## Properties
- Relative energy (zero: lowest compared OMol25 entry of this formula, charge and spin): 24.4 kcal per mole
- Spin multiplicity: 1
- Net charge: +2
- HOMO: -0.4383 Eh
- Strongest force on any atom: 0.27 eV Å⁻¹


[2]
The following is a quantum chemistry calculation of a structure of composition C43H46AuBN11PS, from the OMol25 dataset.

The geometry in XYZ format:
```
104
Properties=species:S:1:pos:R:3
N 2.010 -0.818 2.251
C 3.564 0.248 -1.579
H -4.712 3.671 -1.591
H -6.154 -3.274 1.528
C -1.717 1.350 -2.513
C -5.232 -2.717 1.678
C 4.849 0.245 0.233
H -4.287 3.041 -3.945
C -0.428 5.361 0.890
H 5.775 0.127 -1.757
C -1.955 1.707 -1.193
H -0.047 -5.052 1.733
H -1.780 6.942 0.382
N -5.125 -1.640 0.719
C 1.289 -0.190 -4.566
H 0.446 -3.726 -3.000
C 1.503 -2.915 2.736
C 1.060 -2.587 1.441
H 4.112 0.829 -6.118
C 0.377 4.327 0.418
H 1.104 3.318 -1.336
H -5.183 -2.344 2.700
C -3.885 3.024 -1.848
H -1.980 -3.087 -1.185
N -1.246 1.450 2.259
C 3.047 0.226 -2.957
C 3.892 0.578 -4.006
C 0.551 -3.485 0.386
N 1.344 -1.319 1.180
N -4.059 -3.064 -0.920
C 5.979 0.211 1.204
C 3.443 0.549 -5.316
Au 0.766 0.644 -0.228
C 2.368 2.762 3.072
C -5.166 -2.158 -0.653
C -2.816 -3.065 1.788
H -2.395 1.571 -4.525
C 3.128 2.580 4.341
H 1.137 -2.183 -1.205
H -2.782 -1.594 -1.670
N 3.558 0.319 0.610
C -2.767 -2.383 -0.912
H -0.729 -6.600 -0.053
H -4.050 0.062 0.227
H 0.277 -0.508 -4.783
C 0.038 -4.744 0.696
H 1.072 -0.476 -2.461
C 1.681 3.874 2.616
C -0.201 -5.260 -1.644
C -0.342 -5.622 -0.310
C 2.141 0.162 -5.602
H -2.825 -2.748 2.833
H -3.258 -4.816 -0.096
N -4.077 -3.582 1.400
H -6.109 -2.687 -0.797
C -3.639 2.669 -3.164
H 3.070 3.489 4.935
C 0.443 4.087 -0.954
H 5.989 1.102 1.832
H 2.373 -0.719 5.059
H 3.869 -1.340 4.370
H 5.911 -0.660 1.856
H -0.875 0.719 -2.767
C 4.892 0.201 -1.149
C -1.714 1.764 1.042
H -0.354 0.982 2.337
H 4.906 0.894 -3.797
C -0.301 4.855 -1.835
S -3.110 2.770 0.854
H 1.623 4.836 3.097
H -1.677 6.488 -2.047
C -4.112 -4.151 0.030
B 2.956 0.410 2.042
H -4.053 -0.336 1.952
H -5.040 -4.708 -0.087
C 2.810 -1.554 4.512
P -2.313 -1.569 0.708
C -1.166 6.134 0.007
N 2.234 1.785 2.151
H 2.724 -2.447 5.126
H -0.482 5.557 1.953
H -1.589 1.939 3.068
H -2.038 -3.815 1.632
C 0.316 -4.011 -1.964
H -5.121 -1.317 -1.345
H -0.234 4.668 -2.899
H 3.827 0.363 2.850
N -1.213 1.287 -0.079
C -3.032 2.528 -0.873
C -2.566 1.837 -3.491
H 2.726 1.755 4.929
C -1.109 5.879 -1.357
C 1.742 -0.159 -3.257
H 1.796 0.127 -6.626
C 1.158 3.518 1.369
N 2.780 0.313 -0.501
H 1.440 -3.864 3.240
H 4.179 2.366 4.147
H -0.467 -5.957 -2.427
N 1.506 2.259 1.109
H 6.920 0.161 0.662
C 0.689 -3.135 -0.956
C -3.995 -0.760 0.948
C 2.119 -1.775 3.209
```

## Properties
- Spin multiplicity: 3
- Net charge: +2
- HOMO (alpha / beta): -0.4749 / -0.4750 Eh
- Strongest force on any atom: 0.57 eV Å⁻¹


[3]
The following is a quantum chemistry calculation of a structure of composition C43H46Cl3IInN8OP, from the OMol25 dataset.

The geometry in XYZ format:
```
104
Properties=species:S:1:pos:R:3
C -1.988 -2.455 -0.431
I -2.175 1.180 2.664
H -2.689 5.293 -0.765
N -2.716 -2.781 -3.050
C -3.657 2.044 -0.776
C -0.727 2.402 4.920
C 4.502 -0.951 -0.282
H 3.404 -4.342 1.569
H -1.358 -4.386 -2.736
H -1.463 5.759 3.365
C 5.647 -1.451 0.193
H 0.106 3.415 6.631
H -1.101 5.197 -2.100
C -2.421 -4.147 -2.637
H -0.755 -5.772 2.409
C 1.450 -4.861 2.350
H 3.616 -1.598 2.077
H -2.093 -1.176 1.271
H -1.449 1.116 -4.145
H 0.828 6.672 3.184
C 0.306 3.034 5.640
C 0.644 -2.829 1.515
H -2.280 4.142 1.714
C -3.329 4.424 -0.834
C 1.547 3.056 -3.842
H -1.854 1.008 -2.423
H -3.134 1.272 -3.623
C 0.474 5.949 2.462
H 2.327 3.689 5.590
N 0.284 -4.048 2.010
H -1.711 2.321 5.360
H 1.859 4.735 -5.133
H 1.506 4.311 -0.308
Cl 7.189 -0.816 -0.182
H -3.062 -2.686 -0.409
C -0.984 -4.764 2.073
In -0.161 0.362 0.395
H 2.568 1.516 0.173
C -4.698 4.605 -0.948
H 2.651 -1.697 -0.665
C 0.326 5.099 -3.674
C -2.188 0.761 -3.424
H -1.671 -4.339 2.803
C -0.123 3.296 -2.105
H -1.936 -2.838 1.650
H 0.157 -1.507 -1.674
N 2.013 -2.765 1.506
O 0.989 -1.055 -1.955
C 2.749 -1.534 1.423
N -2.356 -0.661 -3.538
H 1.358 -5.235 3.371
C -2.791 3.138 -0.767
N 3.191 -1.251 0.066
H -2.349 -3.208 -5.081
C 1.301 4.340 -4.296
C 2.618 -3.909 2.183
H -1.447 -3.372 -0.694
C -2.217 -1.603 -2.576
P -1.012 2.821 -0.567
H 1.515 -5.718 1.675
C -0.480 1.915 3.670
C -0.445 4.106 0.587
C 3.062 2.914 3.178
H 2.288 2.450 -4.346
C 1.530 3.180 5.064
H -2.972 -4.801 -3.308
H 3.812 3.429 3.764
H -4.009 -0.713 -4.829
H -2.439 -0.907 -5.623
H -5.102 5.607 -1.001
C -1.570 -2.079 0.974
H 0.105 6.098 -4.021
H 4.277 2.729 1.438
H 1.783 0.633 -3.327
H 3.052 -3.600 3.137
H -5.687 1.369 -0.887
Cl 5.697 -2.812 1.246
H -6.616 3.654 -1.061
H 2.117 -0.726 1.797
C -3.016 -1.162 -4.732
C 0.850 2.509 -2.758
C 1.301 5.541 1.425
C -5.548 3.508 -0.978
C 2.329 1.827 1.181
C 3.320 2.524 1.900
H -1.468 -4.847 1.100
C 1.792 2.687 3.762
H 2.303 5.939 1.340
N -1.716 -1.374 -1.379
Cl 4.623 0.287 -1.514
C 1.149 1.086 -2.568
H -3.262 1.036 -0.690
C -0.365 4.576 -2.589
N 0.653 0.283 -1.711
C -1.270 4.520 1.633
C 1.109 1.514 1.725
C -3.072 -2.660 -4.470
N -0.122 -1.855 1.061
C -5.027 2.226 -0.885
C -0.812 5.438 2.564
H -2.759 -4.369 -1.627
C 0.846 4.624 0.492
C 0.783 1.998 3.024
H -4.060 -3.086 -4.642
```

## Properties
- Spin multiplicity: 1
- Net charge: +2
- HOMO: -0.4654 Eh
- Strongest force on any atom: 0.64 eV Å⁻¹